This record from the OMol25 dataset describes the molecule CH3NO2 at a distorted geometry. The level of theory is ωB97M-V with the def2-TZVPD basis set.

The geometry in ORCA input format:
```
! wB97M-V def2-TZVPD RIJCOSX def2/J DEFGRID3
* xyz 0 1
H 0.58297 -0.03825 1.22741
N -1.44791 -0.42899 2.01076
C -0.01532 0.08032 0.29958
H 0.06096 1.22068 -0.09915
O -1.36241 -0.13647 0.64252
H 0.35526 -0.53880 -0.43287
O -2.55519 -0.62637 2.38761
*
```

Values from the calculation:
* DFT total energy: -6667.36772 eV
* orbital gap: 10.8 eV
* energy relative to the best compared isomer or geometry (same formula, charge and spin): 4.2964 eV
* SMILES: CON=O
* lowest unoccupied orbital energy: 0.220 eV

=====

This record from the OMol25 dataset describes a cluster of 14 separate species, C26H32Cl39NO5 in total at a distorted geometry. The level of theory is ωB97M-V with the def2-TZVPD basis set.

The geometry in ORCA input format:
```
! wB97M-V def2-TZVPD RIJCOSX def2/J DEFGRID3
* xyz 0 1
Cl 1.14750 7.24612 -2.92933
C 1.31550 -2.07031 -2.77960
H 0.39977 -2.47676 -3.21069
Cl -2.57622 -5.51960 2.30975
Cl -1.34931 -3.68360 7.87330
Cl -2.55840 2.51777 -2.39264
H 4.12166 5.80751 2.09563
Cl -10.05135 3.94393 -1.82772
Cl -1.33680 -2.95114 1.78657
H 2.15504 -4.03397 -3.19910
Cl -2.64718 1.71741 5.91264
H 1.70388 -1.30930 -3.45512
Cl -1.98116 4.44053 -7.88934
Cl -4.30447 2.70507 -8.01162
H -3.92855 0.57205 7.49724
C -2.65959 2.88831 -7.39905
Cl -3.08423 -1.42879 8.45910
Cl -1.51804 6.15833 -3.31746
O 3.81713 0.89188 -3.01930
C 1.24276 -0.11309 -1.22386
C -0.80354 -7.58565 9.72674
Cl -6.58752 1.80440 1.52555
H 6.05636 -0.33210 -3.73745
H -6.29353 0.62719 3.53930
H 5.55586 1.93854 -2.96756
Cl -2.61818 2.71572 -5.64287
C -1.49592 -1.93013 7.85774
Cl 1.56287 -7.24346 1.55385
O 7.40946 -0.46168 -0.19900
H 1.71384 0.54357 -1.94130
H 3.14557 5.82800 -4.23092
H 3.85996 0.20677 -3.69323
H 7.04889 0.24383 -2.38610
C 1.58097 -5.92657 0.38255
Cl -1.57111 -3.90799 4.51060
H 0.26690 -7.66669 9.85996
N 0.99916 -1.41870 -1.51437
H 3.86987 -2.21418 -3.79487
C 6.05311 -0.09892 -2.67108
Cl -5.10735 0.22682 5.49456
C 6.84719 -3.29405 -1.46682
H 4.25597 -2.40894 -0.76214
H 0.13892 -3.04375 -0.41469
C 5.10992 1.07861 -2.45415
H -1.40140 -1.58944 6.83387
H -7.07360 3.30170 -3.84595
C -6.61812 2.39878 -3.46076
Cl -0.06921 -5.38655 0.04195
H -3.28628 -3.39589 3.00385
C 0.86276 0.19205 0.05904
Cl -5.10422 2.57482 7.20194
O 6.60113 -2.36587 -2.42651
Cl -12.37923 2.20855 -1.78424
C 2.36452 -3.16965 -2.56474
H 4.42551 -3.58837 -2.84791
C 0.42752 -1.99367 -0.39910
H 2.01610 -6.29575 -0.53699
C 4.31642 -1.81129 -1.67654
Cl 5.78665 6.05331 0.46929
Cl 3.09095 5.00918 0.15352
Cl 4.98508 3.64224 1.87712
C -7.11674 1.17867 3.09159
Cl -10.55745 2.26223 0.47937
Cl -7.88749 1.19328 -3.22351
C -2.84453 2.32963 -0.65945
Cl 4.95097 5.26104 -2.85745
Cl -2.51080 3.84800 0.17627
H -3.88275 2.07117 -0.51272
C -0.18685 6.35856 -2.17982
Cl 3.60505 3.61296 -4.82335
H -0.54309 6.94059 -1.34011
O 6.76872 -2.69820 -0.25347
C -2.32267 -3.87971 2.91361
C -4.16480 1.19386 6.64058
H -2.05172 2.10355 -7.82898
Cl 2.57576 -4.59454 0.97552
H 7.77192 -0.66575 0.67120
H 2.32524 -3.53531 -1.53936
H -10.11758 1.60966 -1.71997
H 3.69825 -0.93004 -1.50619
C 4.05396 5.25878 -4.37509
O 7.10164 -4.41938 -1.69958
Cl -5.84908 2.79078 -1.92034
Cl 4.98962 6.02768 -5.66113
C 5.77424 -1.33884 -1.83259
C -10.70168 2.40075 -1.27104
H 0.97581 1.14996 0.53253
Cl -0.21363 -1.18365 8.80864
C 4.45099 5.20744 1.25800
H 5.02947 1.36875 -1.40460
H 5.59913 -1.11147 0.34953
H -0.07558 -1.11668 1.56589
Cl -1.53162 -9.12900 10.17160
C 3.80373 -2.69165 -2.81150
Cl -8.47735 0.07018 2.89260
Cl -1.83635 1.04364 -0.00547
C 0.32147 -1.03306 0.57896
Cl -1.39133 -6.29193 10.77131
Cl -1.11850 -7.21180 8.03053
Cl -5.42662 1.83522 -4.62535
Cl -7.54231 2.49751 4.17674
Cl 0.35570 4.79581 -1.57602
C 6.34859 -1.34592 -0.40898
*
```

Values from the calculation:
* DFT total energy: -527581.98812 eV
* orbital gap: 8.3 eV
* energy relative to the best compared isomer or geometry (same formula, charge and spin): 0.0000 eV
* lowest unoccupied orbital energy: 0.105 eV

=====

This record from the OMol25 dataset describes a structure of composition C17H19N3O4 at a distorted geometry. The level of theory is ωB97M-V with the def2-TZVPD basis set.

The geometry in ORCA input format:
```
! wB97M-V def2-TZVPD RIJCOSX def2/J DEFGRID3
* xyz 0 1
C 3.44761 -2.50293 0.91768
H 5.71916 -2.10950 2.47051
C -0.20282 3.26238 -0.83051
H -2.30671 -1.24994 1.12155
H -3.68286 -0.07369 0.68476
O 0.00091 0.70600 1.92753
H -3.87175 3.30357 -0.88039
C 1.87804 -0.31912 1.26234
H 5.90872 -1.36499 0.93921
C -1.32906 -3.44526 -0.36836
H -1.93629 0.63583 0.86990
H 4.08436 -3.40249 0.37664
O -1.26354 -0.98395 -2.68043
C 1.37376 -1.28050 0.58368
C 2.11690 -2.52776 0.46249
C -0.71275 2.19877 -1.06058
C -2.84568 3.14281 -1.13982
H -1.68267 -3.81592 -1.27252
C 5.30601 -1.29409 1.73551
H -0.29241 5.37052 -0.06911
C -0.66977 -2.28749 -0.74194
H -0.19278 1.41778 -1.44339
H -2.70564 0.53273 -2.81415
C -0.79458 4.61869 -0.28361
C -2.85940 0.77280 -1.69953
C -2.32252 4.43420 -0.46041
H 1.70810 -3.47513 -0.17828
H -0.66535 -3.81795 0.25995
H -2.89824 5.23623 -0.11980
H 0.24629 -2.37992 -1.54119
N 1.06123 0.78906 1.85749
O 1.80620 1.68689 1.65437
C -1.42969 -1.13237 -1.41719
C -2.17985 2.05850 -1.10425
C -2.65998 -0.19617 0.33955
H 5.54980 -0.50360 2.33772
N 3.02710 -0.34280 1.47991
C 3.82781 -1.30651 1.26118
H -3.81699 0.97017 -1.54336
H -2.34713 -3.11657 0.32006
H 0.92568 3.32940 -0.75396
N -2.25245 -0.23496 -0.84449
O -0.06678 -1.30270 0.38523
*
```

Values from the calculation:
* DFT total energy: -30579.09642 eV
* orbital gap: 9.0 eV
* energy relative to the best compared isomer or geometry (same formula, charge and spin): 21.0706 eV
* lowest unoccupied orbital energy: 0.383 eV

=====

This record from the OMol25 dataset describes a cluster of 2 separate species, C3H13N2O in total at a distorted geometry. The level of theory is ωB97M-V with the def2-TZVPD basis set.

The geometry in ORCA input format:
```
! wB97M-V def2-TZVPD RIJCOSX def2/J DEFGRID3
* xyz 0 2
H -1.63426 1.58638 -0.00378
H 1.60480 -0.57668 -0.97146
H 1.16650 -2.13683 -0.24738
H 3.43137 -0.87901 0.47378
H -0.41315 1.26247 -1.20994
C 1.42014 -1.08589 -0.03101
H 1.22830 1.27768 0.69251
O -3.21177 -0.53564 -1.33746
C -0.58255 1.74081 -0.24226
H -0.20016 1.20905 1.70384
H -4.14634 -0.40152 -1.25763
C 0.12996 -0.54547 0.55206
H -0.27131 2.77232 -0.35924
H -2.97294 -0.14579 -2.17530
H 2.59815 -1.85831 1.43955
H -0.22151 -0.96065 1.49211
N 0.21054 0.97438 0.75820
N 2.52777 -1.01476 0.90236
H -0.66353 -0.68254 -0.17895
*
```

Values from the calculation:
* DFT total energy: -8345.79128 eV
* <S²>: 0.7506
* orbital gap (spin up / spin down): 3.5 / 10.3 eV
* energy relative to the best compared isomer or geometry (same formula, charge and spin): 0.7464 eV
* lowest unoccupied orbital energy (spin up / spin down): 0.615 / 0.501 eV

=====

Among the records above, which one has the lowest DFT total energy? C26H32Cl39NO5

=====

What is the energy relative to the best compared isomer or geometry (same formula, charge and spin) in the second record? 0.0000 eV

=====

What is the energy relative to the best compared isomer or geometry (same formula, charge and spin) in the third record? 21.0706 eV